1.
Entry from the Open Molecules 2025 dataset: C46H54ClN5O5SW as an isolated structure (ωB97M-V/def2-TZVPD).

Geometry as XYZ:
```
113
Properties=species:S:1:pos:R:3:lowdin_charge:R:1
W -0.058 -0.604 -0.428 1.51
C -1.636 -1.466 2.217 -0.04
C -1.214 -2.852 2.680 -0.33
C -2.012 -3.977 2.019 -0.03
C 0.279 -3.094 2.539 -0.13
C 0.971 -3.475 3.684 -0.02
C 2.314 -3.806 3.648 -0.06
C 2.984 -3.780 2.441 -0.03
C 2.337 -3.409 1.266 -0.15
C 3.140 -3.471 -0.028 -0.37
C 4.505 -2.767 0.084 -0.07
C 3.356 -4.925 -0.465 -0.05
C 0.976 -3.037 1.323 -0.16
N 0.354 -2.593 0.090 -0.07
C 0.141 -3.568 -0.857 -0.48
O 0.057 -4.762 -0.674 0.10
C 0.111 -2.974 -2.229 -0.20
C 0.045 -3.700 -3.395 0.03
C 0.079 -3.016 -4.604 -0.01
C 0.149 -1.632 -4.591 0.04
C 0.190 -0.984 -3.377 -0.20
N 0.221 -1.646 -2.223 -0.07
C 0.235 0.495 -3.220 -0.51
O 0.229 1.222 -4.192 0.07
N 0.364 0.855 -1.905 -0.05
C 0.930 2.174 -1.703 -0.16
C 0.141 3.278 -1.354 -0.12
C 0.812 4.453 -0.995 -0.04
C 2.189 4.576 -1.045 -0.07
C 2.936 3.529 -1.556 -0.05
C 2.327 2.334 -1.925 -0.15
C 3.195 1.323 -2.685 -0.36
C 4.616 1.120 -2.139 -0.08
C 3.346 1.790 -4.148 -0.05
C -1.384 3.402 -1.484 -0.34
C -1.853 3.066 -2.904 -0.05
C -2.245 2.670 -0.458 -0.08
H -2.716 -1.360 2.170 0.08
H -1.264 -1.302 1.204 -0.02
H -1.217 -0.700 2.857 0.08
H -1.427 -2.887 3.751 0.13
H -1.861 -3.990 0.942 0.06
H -3.080 -3.850 2.209 0.08
H -1.698 -4.949 2.406 0.09
H 0.434 -3.517 4.625 0.12
H 2.830 -4.091 4.558 0.11
H 4.029 -4.066 2.403 0.11
H 2.573 -2.972 -0.814 0.11
H 5.218 -3.386 0.634 0.08
H 4.444 -1.804 0.595 0.07
H 4.925 -2.602 -0.911 0.08
H 3.963 -5.450 0.277 0.08
H 3.887 -4.957 -1.421 0.08
H 2.411 -5.458 -0.571 0.07
H -0.029 -4.777 -3.330 0.13
H 0.045 -3.554 -5.544 0.12
H 0.153 -1.035 -5.492 0.13
H 0.217 5.308 -0.691 0.11
H 2.667 5.502 -0.748 0.10
H 4.002 3.654 -1.702 0.11
H 2.692 0.356 -2.683 0.11
H 5.233 2.001 -2.329 0.07
H 5.087 0.288 -2.672 0.08
H 4.645 0.907 -1.072 0.06
H 3.904 2.730 -4.168 0.08
H 2.388 1.952 -4.632 0.07
H 3.912 1.050 -4.722 0.08
H -1.569 4.465 -1.333 0.12
H -1.782 1.997 -3.105 0.05
H -1.259 3.586 -3.657 0.09
H -2.899 3.361 -3.018 0.08
H -2.059 1.600 -0.454 -0.03
H -3.300 2.822 -0.707 0.09
H -2.074 3.055 0.544 0.06
S -2.339 -0.677 -1.331 0.73
C -3.534 -1.747 -0.567 -0.62
C -3.637 -3.075 -0.969 -0.13
C -4.654 -3.880 -0.475 -0.09
C -5.583 -3.364 0.418 -0.10
C -5.490 -2.036 0.816 -0.09
C -4.474 -1.228 0.322 -0.13
H -2.917 -3.476 -1.675 0.10
H -4.721 -4.915 -0.791 0.11
H -6.383 -3.990 0.795 0.10
H -6.218 -1.624 1.507 0.10
H -4.403 -0.187 0.616 0.10
N 2.876 0.715 0.797 0.04
N 2.187 -0.447 0.280 -0.08
H 2.609 0.779 1.770 0.06
H 2.498 1.526 0.319 0.06
H 2.204 -1.120 1.040 0.06
H 2.790 -0.824 -0.438 0.07
C -3.703 2.806 3.244 -0.02
C -2.926 4.076 3.030 -0.20
C -3.551 5.300 2.867 -0.06
C -2.809 6.449 2.623 -0.67
Cl -3.630 7.969 2.401 0.65
C -1.434 6.397 2.557 -0.10
C -0.789 5.175 2.729 -0.01
C -1.531 4.027 2.945 -0.25
O -0.978 2.791 3.106 -0.02
C 0.311 2.545 2.568 -0.08
C 0.340 1.110 2.074 -0.57
O 0.896 0.252 2.731 0.06
O -0.276 0.912 0.927 -0.22
H -4.774 3.007 3.266 0.08
H -3.415 2.323 4.179 0.09
H -3.492 2.093 2.442 0.08
H -4.632 5.364 2.916 0.11
H -0.861 7.298 2.380 0.11
H 0.292 5.141 2.693 0.12
H 1.060 2.649 3.351 0.14
H 0.537 3.210 1.732 0.12
```

net charge = 0
F_max = 0.0341 Eh/bohr
E_HOMO (spin up / spin down) = -7.5522 / -7.5537 eV
energy = -91452.8136 eV
orbital gap (spin up / spin down) = 6.20 / 6.19 eV


2.
Entry from the Open Molecules 2025 dataset: C46H54FeN8S3 as an isolated structure (ωB97M-V/def2-TZVPD).

Geometry as XYZ:
```
112
Properties=species:S:1:pos:R:3:lowdin_charge:R:1
Fe 0.040 -0.058 0.067 0.73
C 2.723 1.579 2.166 -0.16
C 3.273 0.410 1.379 -0.16
N 2.310 -0.376 0.545 -0.05
C 2.664 -1.800 0.668 -0.19
C 1.806 -2.612 -0.230 -0.16
N 0.397 -2.261 -0.079 -0.10
C -0.443 -3.114 0.757 -0.19
C -0.141 -3.099 2.240 -0.14
C 0.087 -1.745 2.898 -0.18
N -0.565 -0.593 2.247 -0.05
C -0.385 0.603 3.090 -0.17
C -0.442 1.871 2.298 -0.18
N 0.473 1.904 1.151 -0.08
C 1.811 2.474 1.380 -0.17
H 3.582 2.169 2.487 0.14
H 2.229 1.245 3.077 0.10
H 3.713 -0.271 2.105 0.13
H 4.086 0.758 0.740 0.14
H 2.431 -0.097 -0.427 0.11
H 2.547 -2.103 1.707 0.11
H 3.710 -1.969 0.400 0.15
H 1.975 -3.674 -0.040 0.15
H 2.093 -2.407 -1.263 0.13
H 0.001 -2.249 -1.012 0.03
H -0.385 -4.153 0.426 0.14
H -1.470 -2.779 0.591 0.10
H 0.732 -3.715 2.464 0.13
H -0.985 -3.601 2.716 0.13
H 1.147 -1.502 2.942 0.10
H -0.255 -1.833 3.931 0.14
H -1.559 -0.775 2.145 0.13
H 0.564 0.498 3.607 0.11
H -1.153 0.667 3.864 0.15
H -0.254 2.708 2.975 0.15
H -1.447 1.971 1.898 0.09
H 0.022 2.506 0.474 0.06
H 1.713 3.429 1.902 0.14
H 2.254 2.683 0.401 0.13
N -1.598 0.929 -0.206 -0.32
S -2.356 1.993 -0.905 0.81
N -3.523 1.485 -1.892 -0.34
S -3.148 0.538 -3.065 0.92
N -1.692 0.658 -3.538 -0.36
S -0.401 -0.271 -3.245 0.82
N 0.106 -0.436 -1.876 -0.31
C -0.773 -1.811 -4.065 -0.30
C -1.070 -2.937 -3.315 -0.08
C -1.382 -4.117 -3.971 -0.05
C -1.391 -4.162 -5.359 -0.03
C -1.095 -3.023 -6.103 -0.03
C -0.781 -1.837 -5.459 -0.05
C 0.748 0.510 -4.341 -0.34
C 2.009 -0.077 -4.391 -0.06
C 2.941 0.423 -5.285 -0.04
C 2.610 1.500 -6.103 -0.03
C 1.353 2.086 -6.024 -0.04
C 0.400 1.585 -5.147 -0.07
C -3.652 -1.100 -2.630 -0.30
C -3.500 -1.523 -1.314 -0.07
C -3.967 -2.780 -0.971 -0.05
C -4.568 -3.593 -1.929 -0.03
C -4.680 -3.165 -3.246 -0.03
C -4.225 -1.907 -3.607 -0.04
C -4.161 1.008 -4.411 -0.33
C -5.429 1.515 -4.145 -0.04
C -6.244 1.828 -5.219 -0.03
C -5.793 1.623 -6.520 -0.02
C -4.516 1.129 -6.762 -0.03
C -3.684 0.813 -5.701 -0.06
C -1.396 3.152 -1.861 -0.34
C -2.084 4.130 -2.573 -0.06
C -1.359 5.035 -3.332 -0.03
C 0.030 4.951 -3.378 -0.03
C 0.699 3.958 -2.676 -0.05
C -0.014 3.049 -1.908 -0.09
C -3.305 2.981 0.201 -0.33
C -4.475 2.434 0.716 -0.06
C -5.201 3.173 1.634 -0.04
C -4.748 4.427 2.034 -0.03
C -3.568 4.950 1.518 -0.04
C -2.834 4.229 0.588 -0.06
H -1.062 -2.887 -2.234 0.09
H -1.617 -5.006 -3.399 0.12
H -1.618 -5.091 -5.867 0.13
H -1.094 -3.064 -7.185 0.13
H -0.528 -0.949 -6.027 0.12
H 2.245 -0.918 -3.748 0.11
H 3.920 -0.034 -5.354 0.12
H 3.334 1.876 -6.815 0.12
H 1.104 2.931 -6.655 0.12
H -0.593 2.011 -5.093 0.10
H -3.032 -0.867 -0.589 0.08
H -3.888 -3.126 0.053 0.11
H -4.958 -4.563 -1.645 0.13
H -5.136 -3.806 -3.990 0.13
H -4.321 -1.563 -4.630 0.12
H -5.758 1.664 -3.124 0.12
H -7.233 2.229 -5.043 0.13
H -6.441 1.857 -7.356 0.13
H -4.168 0.989 -7.777 0.12
H -2.683 0.428 -5.859 0.10
H -3.167 4.185 -2.531 0.13
H -1.879 5.810 -3.881 0.13
H 0.591 5.666 -3.967 0.12
H 1.779 3.888 -2.731 0.12
H 0.490 2.257 -1.375 0.07
H -4.818 1.461 0.380 0.11
H -6.125 2.771 2.031 0.12
H -5.327 5.005 2.743 0.12
H -3.225 5.928 1.829 0.12
H -1.931 4.650 0.163 0.12
```

net charge = +3
F_max = 0.0246 Eh/bohr
E_HOMO (spin up / spin down) = -16.0681 / -16.0793 eV
energy = -127362.5654 eV
orbital gap (spin up / spin down) = 7.12 / 8.18 eV
2S+1 = 2


3.
Entry from the Open Molecules 2025 dataset: C46H54NO3PRuS2Si as an isolated structure (ωB97M-V/def2-TZVPD).

Geometry as XYZ:
```
109
Properties=species:S:1:pos:R:3:lowdin_charge:R:1
Ru -0.186 -0.269 -0.266 0.92
C 1.409 0.434 -2.672 -0.05
C 2.737 -0.155 -2.297 -0.28
C 3.624 -0.560 -3.286 -0.04
C 4.861 -1.094 -2.966 -0.06
C 5.225 -1.225 -1.635 -0.07
C 4.348 -0.825 -0.640 -0.09
C 3.104 -0.294 -0.960 -0.29
P 1.930 0.400 0.264 1.04
C 2.402 -0.302 1.893 -0.31
C 2.708 -1.668 1.907 -0.12
C 3.033 -2.327 3.079 -0.06
C 3.061 -1.617 4.269 -0.06
C 2.714 -0.278 4.271 -0.06
C 2.352 0.400 3.105 -0.28
C 1.852 1.808 3.253 -0.03
C 2.699 2.081 0.371 -0.27
C 4.000 2.085 0.872 -0.10
C 4.708 3.254 1.092 -0.06
C 4.114 4.478 0.802 -0.07
C 2.845 4.508 0.273 -0.03
C 2.103 3.324 0.020 -0.29
C 0.856 3.444 -0.604 0.07
H 1.256 0.384 -3.748 0.09
H 1.329 1.480 -2.367 0.07
H 0.584 -0.140 -2.208 0.02
H 3.334 -0.459 -4.324 0.12
H 5.532 -1.409 -3.752 0.11
H 6.187 -1.639 -1.368 0.11
H 4.648 -0.937 0.391 0.10
H 2.679 -2.217 0.975 0.08
H 3.270 -3.382 3.060 0.11
H 3.327 -2.110 5.193 0.11
H 2.686 0.263 5.209 0.12
H 1.414 1.930 4.245 0.08
H 1.085 2.056 2.520 0.06
H 2.651 2.541 3.151 0.09
H 4.475 1.150 1.133 0.10
H 5.710 3.210 1.494 0.11
H 4.655 5.398 0.978 0.11
H 2.384 5.452 0.015 0.11
H 0.285 2.581 -0.905 -0.01
H 0.473 4.420 -0.846 0.07
O -1.618 1.493 -0.830 -0.63
S -2.410 2.771 -0.632 1.03
C -4.177 2.288 -0.733 -0.29
C -4.437 0.829 -0.371 -0.22
C -4.694 0.035 -1.654 -0.22
C -4.645 -1.478 -1.501 -0.29
S -2.960 -2.182 -1.546 1.04
O -2.166 -1.296 -0.618 -0.62
C -2.521 -1.789 -3.231 -0.39
C -2.775 -2.760 -4.190 -0.09
C -2.432 -2.508 -5.508 -0.06
C -1.835 -1.303 -5.854 -0.06
C -1.588 -0.343 -4.886 -0.06
C -1.931 -0.583 -3.563 -0.09
C -2.317 3.285 1.071 -0.39
C -2.855 4.536 1.348 -0.09
C -2.767 5.042 2.630 -0.06
C -2.124 4.307 3.616 -0.06
C -1.581 3.070 3.320 -0.06
C -1.674 2.544 2.039 -0.07
H -4.443 2.485 -1.771 0.09
H -4.710 3.004 -0.111 0.09
H -5.283 0.748 0.313 0.13
H -3.566 0.422 0.143 0.07
H -3.963 0.330 -2.408 0.09
H -5.670 0.313 -2.060 0.13
H -5.172 -1.994 -2.303 0.10
H -5.076 -1.814 -0.556 0.10
H -3.207 -3.712 -3.911 0.12
H -2.616 -3.259 -6.263 0.11
H -1.561 -1.115 -6.883 0.11
H -1.130 0.597 -5.157 0.11
H -1.775 0.172 -2.799 0.08
H -3.323 5.119 0.565 0.11
H -3.181 6.013 2.856 0.11
H -2.040 4.709 4.615 0.11
H -1.077 2.504 4.085 0.09
H -1.234 1.574 1.800 0.08
C -0.467 -4.689 -1.110 -0.17
Si 0.917 -3.458 -1.516 0.28
C 0.984 -3.268 -3.391 -0.13
C 2.544 -4.229 -0.954 -0.16
O 0.648 -2.043 -0.783 -0.49
H -0.096 -5.711 -1.130 0.03
H -1.285 -4.634 -1.825 0.00
H -0.888 -4.525 -0.118 0.02
H 1.340 -4.191 -3.845 0.04
H 1.661 -2.474 -3.699 0.01
H 0.002 -3.056 -3.813 0.01
H 2.706 -5.175 -1.464 0.03
H 2.553 -4.442 0.115 0.02
H 3.393 -3.584 -1.179 0.02
N -0.533 -1.347 1.498 0.00
C -1.348 -0.944 2.599 -0.27
C -2.733 -0.968 2.493 -0.03
C -3.509 -0.577 3.569 -0.07
C -2.918 -0.180 4.756 -0.08
C -1.537 -0.182 4.864 -0.08
C -0.749 -0.550 3.787 -0.02
H -0.956 -2.095 0.950 0.08
H 0.380 -1.663 1.819 0.08
H -3.190 -1.292 1.572 0.09
H -4.586 -0.597 3.481 0.11
H -3.530 0.112 5.597 0.11
H -1.065 0.099 5.795 0.11
H 0.329 -0.565 3.875 0.09
```

net charge = +1
F_max = 0.0159 Eh/bohr
E_HOMO (spin up / spin down) = -9.5464 / -10.2261 eV
energy = -97625.7431 eV
orbital gap (spin up / spin down) = 7.62 / 7.32 eV
2S+1 = 2


4.
Entry from the Open Molecules 2025 dataset: a 6-piece molecular cluster, C46H55N5O14Si overall (ωB97M-V/def2-TZVPD).

Geometry as XYZ:
```
121
Properties=species:S:1:pos:R:3:lowdin_charge:R:1
C -1.049 -5.953 -1.876 0.01
C -0.133 -6.059 -2.909 -0.15
C -0.449 -6.663 -4.254 -0.09
C -1.022 -5.762 -5.378 -0.32
C -0.734 -4.261 -5.212 -0.26
C -1.377 -3.386 -6.303 -0.03
C 0.804 -4.043 -5.313 -0.15
C 1.396 -3.155 -4.203 -0.22
C 0.653 -1.836 -3.945 -0.08
O -0.514 -6.065 -6.716 0.09
C -1.538 -6.236 -7.582 -0.55
O -1.414 -6.622 -8.702 0.18
O -2.710 -5.875 -6.990 0.08
C -2.461 -6.222 -5.622 -0.24
C -3.576 -6.037 -4.619 -0.06
C -4.029 -4.606 -4.315 -0.23
O -5.458 -4.531 -4.386 -0.21
Si -6.058 -3.463 -5.516 0.41
C -5.388 -1.738 -5.146 -0.15
C -5.684 -3.990 -7.272 -0.15
C -7.911 -3.412 -5.268 -0.16
H -1.844 -5.210 -1.948 0.06
H -0.989 -6.560 -0.980 0.06
H 0.881 -5.718 -2.697 0.08
H -1.132 -7.482 -4.059 0.11
H 0.455 -7.120 -4.655 0.13
H -1.061 -3.885 -4.242 0.13
H -1.132 -2.349 -6.088 0.08
H -0.935 -3.631 -7.267 0.10
H -2.452 -3.488 -6.392 0.05
H 1.025 -3.579 -6.272 0.12
H 1.324 -4.998 -5.284 0.11
H 2.403 -2.893 -4.529 0.11
H 1.520 -3.754 -3.301 0.07
H 0.748 -1.582 -2.893 0.04
H -0.412 -1.881 -4.149 0.06
H 1.132 -1.029 -4.495 0.08
H -2.361 -7.316 -5.682 0.16
H -3.294 -6.567 -3.711 0.12
H -4.445 -6.557 -5.021 0.13
H -3.582 -3.877 -4.986 0.08
H -3.756 -4.362 -3.287 0.12
H -6.189 -1.006 -5.220 0.03
H -4.990 -1.731 -4.132 0.03
H -4.591 -1.452 -5.831 0.03
H -6.471 -3.608 -7.923 0.03
H -4.738 -3.581 -7.625 0.02
H -5.661 -5.071 -7.396 0.04
H -8.397 -4.284 -5.705 0.03
H -8.143 -3.403 -4.204 0.03
H -8.331 -2.517 -5.724 0.03
C 5.496 -3.844 0.102 -0.07
C 4.523 -4.835 0.094 -0.06
C 3.189 -4.498 -0.063 0.00
C 2.854 -3.165 -0.215 -0.15
C 3.806 -2.163 -0.204 0.00
C 5.138 -2.511 -0.043 -0.06
N 1.442 -2.806 -0.405 -0.33
O 0.625 -3.702 -0.392 0.08
O 1.173 -1.632 -0.569 0.05
H 6.537 -4.112 0.220 0.11
H 4.804 -5.873 0.209 0.11
H 2.427 -5.262 -0.070 0.12
H 3.520 -1.129 -0.320 0.12
H 5.896 -1.740 -0.034 0.11
C -2.227 0.394 1.112 -0.05
C -2.624 0.691 2.410 -0.05
C -1.681 1.057 3.356 0.00
C -0.351 1.121 2.979 -0.15
C 0.063 0.823 1.694 0.00
C -0.886 0.457 0.756 -0.06
N 0.651 1.528 3.972 -0.34
O 0.270 1.766 5.100 0.08
O 1.812 1.604 3.609 0.06
H -2.967 0.112 0.374 0.11
H -3.668 0.638 2.682 0.09
H -1.981 1.289 4.367 0.12
H 1.107 0.875 1.423 0.12
H -0.579 0.220 -0.252 0.10
C 3.617 2.877 7.097 -0.06
C 4.513 3.603 7.872 -0.07
C 4.914 4.867 7.470 -0.01
C 4.403 5.382 6.294 -0.15
C 3.515 4.671 5.507 0.01
C 3.120 3.407 5.914 -0.05
N 4.807 6.731 5.871 -0.34
O 5.605 7.330 6.571 0.04
O 4.325 7.176 4.854 0.09
H 3.302 1.893 7.417 0.11
H 4.898 3.186 8.793 0.11
H 5.609 5.437 8.067 0.11
H 3.133 5.093 4.589 0.12
H 2.425 2.835 5.311 0.06
C -6.457 4.901 -0.143 -0.07
C -6.086 4.732 1.185 -0.06
C -6.058 3.464 1.742 0.00
C -6.400 2.383 0.952 -0.15
C -6.778 2.530 -0.370 0.00
C -6.806 3.802 -0.917 -0.06
N -6.350 1.032 1.532 -0.35
O -6.031 0.931 2.701 0.06
O -6.621 0.096 0.810 0.08
H -6.474 5.892 -0.575 0.11
H -5.816 5.589 1.786 0.11
H -5.771 3.325 2.773 0.12
H -7.045 1.671 -0.966 0.12
H -7.097 3.936 -1.949 0.11
C 7.824 8.728 9.535 -0.07
C 8.713 9.470 10.304 -0.07
C 9.106 10.731 9.887 -0.01
C 8.596 11.228 8.703 -0.15
C 7.716 10.502 7.921 0.01
C 7.328 9.240 8.343 -0.05
N 8.996 12.577 8.267 -0.36
O 9.785 13.183 8.962 0.07
O 8.512 13.004 7.239 0.08
H 7.516 7.746 9.868 0.10
H 9.098 9.067 11.231 0.11
H 9.796 11.314 10.478 0.12
H 7.334 10.910 6.998 0.12
H 6.639 8.660 7.744 0.07
```

net charge = 0
F_max = 0.0401 Eh/bohr
E_HOMO = -8.1902 eV
energy = -92572.5405 eV
orbital gap = 7.26 eV